Computed, not measured: a 3-piece molecular cluster, C23H45N4O9P overall, with ωB97M-V/def2-TZVPD.

Calculated values
* orbital gap: 6.25 eV

Structure (ORCA input):
```
! RIJCOSX wB97M-V def2-TZVPD def2/J DEFGRID3
* xyz 0 1
C 10.292 -3.139 2.084
P 9.029 -2.852 3.433
O 9.379 -1.340 4.119
N 7.388 -2.658 2.762
C 6.728 -3.825 2.406
C 5.354 -3.814 1.882
C 4.721 -2.488 1.775
C 3.240 -2.290 1.278
O 2.942 -2.258 0.086
O 2.301 -2.116 2.336
C 2.855 -2.836 3.474
O 2.726 -4.073 3.469
O 3.437 -2.248 4.456
C 5.437 -1.224 2.132
C 4.717 0.143 1.971
C 5.623 1.404 2.248
C 5.846 1.734 3.790
N 5.022 0.913 4.699
C 6.796 -1.397 2.637
H 10.866 -4.066 2.381
H 11.037 -2.290 2.111
H 9.868 -3.330 1.065
H 8.760 -1.167 4.851
H 7.218 -4.828 2.526
H 4.824 -4.752 1.589
H 4.302 0.270 0.923
H 3.802 0.087 2.636
H 5.160 2.315 1.780
H 6.632 1.222 1.786
H 5.679 2.849 3.917
H 6.926 1.570 4.096
H 5.513 0.703 5.565
H 4.110 1.335 4.869
H 7.337 -0.458 2.922
C 0.582 1.816 1.338
O 0.475 0.960 0.215
C 0.592 -0.430 0.548
C -0.742 -1.128 0.322
N -1.732 -0.708 1.312
C -3.093 -1.144 1.007
C -3.751 -0.575 -0.256
O -4.018 0.820 -0.189
C -2.933 1.651 -0.569
H 0.614 2.845 0.977
H -0.286 1.709 1.996
H 1.501 1.614 1.898
H 0.956 -0.578 1.566
H 1.330 -0.857 -0.127
H -0.598 -2.210 0.393
H -1.074 -0.890 -0.696
H -1.728 0.303 1.372
H -3.712 -0.856 1.863
H -3.114 -2.238 0.960
H -4.729 -1.057 -0.353
H -3.200 -0.827 -1.169
H -2.299 1.188 -1.330
H -2.339 1.923 0.306
H -3.345 2.575 -0.980
C -9.199 3.375 -5.189
O -7.870 3.675 -4.799
C -7.658 3.587 -3.391
C -6.733 2.423 -3.061
N -7.399 1.142 -3.290
C -6.496 -0.008 -3.234
C -5.404 -0.100 -4.305
O -5.899 -0.322 -5.618
C -6.270 0.853 -6.320
H -9.297 3.595 -6.252
H -9.421 2.315 -5.035
H -9.917 3.989 -4.638
H -8.600 3.514 -2.837
H -7.168 4.517 -3.088
H -6.432 2.488 -2.011
H -5.837 2.522 -3.684
H -7.837 1.158 -4.203
H -7.124 -0.900 -3.320
H -6.031 -0.047 -2.243
H -4.796 -0.978 -4.067
H -4.718 0.755 -4.284
H -5.663 1.717 -6.037
H -7.330 1.068 -6.169
H -6.127 0.667 -7.386
*
```

Computed, not measured: a 7-piece molecular cluster, C23H46BrClNO9S overall, with ωB97M-V/def2-TZVPD.

Calculated values
* orbital gap: 5.90 eV

Structure (ORCA input):
```
! RIJCOSX wB97M-V def2-TZVPD def2/J DEFGRID3
* xyz 1 1
C -1.639 3.382 0.781
C -3.096 3.162 0.573
C -3.798 1.906 -0.212
C -2.802 1.048 -1.190
C -1.921 -0.190 -0.492
C -2.024 -0.619 1.092
C -0.884 0.145 2.043
C 0.302 -0.874 2.572
S 0.408 -1.019 4.437
C -0.856 -1.078 -1.416
C 0.079 -2.302 -0.857
O 1.380 -2.122 -0.494
O -0.437 -3.688 -0.672
C -0.330 -4.409 -1.974
C 1.252 -4.755 -2.374
O 1.692 -4.708 -3.641
C -0.739 -0.675 -3.001
Cl 0.424 -1.563 -4.152
C -1.697 0.532 -3.559
N -2.674 1.352 -2.697
C -3.462 2.419 -3.424
Br -3.060 4.303 -2.787
C -5.104 2.107 -3.478
C -5.504 1.427 -4.925
H -0.872 2.991 -0.012
H -1.264 4.007 1.726
H -3.832 4.008 0.981
H -4.162 1.149 0.636
H -4.773 2.310 -0.717
H -3.089 -0.505 1.566
H -1.757 -1.780 1.176
H -1.420 0.564 3.019
H -0.348 1.005 1.455
H 1.341 -0.462 2.171
H 0.206 -1.971 2.140
H -0.823 -1.466 4.959
H -0.876 -5.469 -1.903
H -0.885 -3.816 -2.838
H 1.986 -5.026 -1.491
H -1.620 0.779 -4.724
H -3.127 2.412 -4.570
H -5.660 3.145 -3.328
H -5.440 1.365 -2.610
H -5.234 2.218 -5.750
H -6.663 1.219 -4.937
H -4.892 0.422 -5.003
C 0.700 4.837 4.223
O 1.006 4.208 2.992
H -0.267 4.472 4.577
H 1.470 4.595 4.959
H 0.647 5.919 4.077
H 1.869 4.551 2.703
C 2.304 -2.814 7.824
O 2.251 -1.574 7.143
H 2.786 -2.667 8.793
H 1.290 -3.191 7.977
H 2.885 -3.529 7.236
H 1.819 -1.736 6.287
C -0.042 5.570 8.097
O 0.700 6.267 7.113
H -1.108 5.694 7.894
H 0.212 4.508 8.062
H 0.188 5.978 9.085
H 1.641 6.138 7.320
C 1.716 -2.514 -8.091
O 1.908 -1.841 -6.860
H 2.313 -2.022 -8.862
H 2.038 -3.554 -7.993
H 0.660 -2.473 -8.369
H 1.367 -2.300 -6.196
C 5.819 -2.659 7.407
O 5.472 -3.326 8.606
H 4.935 -2.153 7.013
H 6.598 -1.921 7.611
H 6.176 -3.387 6.674
H 6.276 -3.766 8.931
C 3.768 -3.027 -11.536
O 2.901 -1.962 -11.195
H 3.198 -3.795 -12.063
H 4.565 -2.657 -12.186
H 4.196 -3.455 -10.626
H 3.435 -1.296 -10.728
*
```

Computed, not measured: a 8-piece molecular cluster, C23H46N2O25 overall, with ωB97M-V/def2-TZVPD.

Calculated values
* orbital gap: 10.42 eV
* SMILES: NC(=O)OCON=O.COC(=O)OC.COC(=O)OC.COC(=O)OC.COC(=O)OC.COC(=O)OC.COC(=O)OC.COC(=O)OC

Structure (ORCA input):
```
! RIJCOSX wB97M-V def2-TZVPD def2/J DEFGRID3
* xyz 0 1
N 1.902 -5.838 2.198
C 1.893 -4.511 1.754
O 2.839 -3.907 1.478
O 0.694 -3.901 1.590
C -0.388 -4.588 2.137
O -0.797 -5.666 1.275
N -1.388 -6.665 2.084
O -0.971 -7.719 1.827
H 2.501 -6.414 1.630
H 2.107 -5.917 3.182
H -1.229 -3.910 2.203
H -0.193 -4.944 3.137
C 0.805 -1.587 -0.383
O 0.191 -0.361 0.034
C -0.747 0.103 -0.783
O -1.103 -0.406 -1.816
O -1.225 1.235 -0.260
C -2.246 1.860 -1.042
H 1.544 -1.845 0.367
H 0.069 -2.384 -0.438
H 1.305 -1.462 -1.343
H -3.110 1.205 -1.143
H -1.863 2.141 -2.021
H -2.551 2.760 -0.515
C -2.940 1.750 -4.863
O -3.544 2.967 -4.423
C -4.482 3.443 -5.244
O -4.836 2.942 -6.278
O -4.960 4.571 -4.715
C -5.981 5.195 -5.493
H -2.202 1.462 -4.120
H -3.685 0.961 -4.938
H -2.438 1.892 -5.818
H -6.843 4.537 -5.595
H -5.601 5.475 -6.474
H -6.282 6.092 -4.960
C 9.671 -5.225 0.143
O 8.969 -4.032 0.492
C 7.645 -4.182 0.585
O 7.038 -5.205 0.403
O 7.118 -3.004 0.913
C 5.693 -3.014 1.047
H 10.726 -4.970 0.101
H 9.521 -5.994 0.899
H 9.354 -5.586 -0.834
H 5.384 -3.695 1.835
H 5.220 -3.286 0.107
H 5.389 -2.006 1.315
C -0.768 0.518 4.386
O -0.604 0.016 5.718
C -0.786 -1.296 5.826
O -1.054 -2.043 4.920
O -0.621 -1.641 7.105
C -0.790 -3.033 7.367
H -0.596 1.591 4.416
H -0.042 0.068 3.711
H -1.781 0.334 4.032
H -0.056 -3.620 6.816
H -1.799 -3.353 7.112
H -0.631 -3.177 8.432
C 1.328 5.408 6.375
O 2.393 5.463 5.424
C 2.223 4.671 4.365
O 1.280 3.950 4.167
O 3.278 4.817 3.564
C 3.230 4.024 2.376
H 1.587 6.092 7.179
H 0.392 5.730 5.923
H 1.227 4.403 6.781
H 2.370 4.295 1.767
H 3.202 2.964 2.623
H 4.138 4.235 1.819
C -3.946 -1.612 -3.283
O -4.238 -2.517 -4.350
C -5.535 -2.631 -4.632
O -6.434 -2.053 -4.078
O -5.666 -3.498 -5.639
C -7.014 -3.718 -6.051
H -2.869 -1.601 -3.145
H -4.277 -0.606 -3.533
H -4.412 -1.946 -2.356
H -7.463 -2.793 -6.409
H -7.603 -4.135 -5.236
H -6.982 -4.435 -6.867
C 1.440 3.067 -1.392
O 1.918 4.411 -1.470
C 1.117 5.231 -2.153
O 0.077 4.927 -2.676
O 1.669 6.445 -2.152
C 0.912 7.433 -2.853
H 2.165 2.496 -0.819
H 0.482 3.029 -0.878
H 1.358 2.631 -2.387
H -0.067 7.562 -2.396
H 0.808 7.165 -3.903
H 1.464 8.366 -2.778
*
```

Computed, not measured: a 3-piece molecular cluster, C23H47BCl2N2O9 overall, with ωB97M-V/def2-TZVPD.

Calculated values
* orbital gap: 10.28 eV
* SMILES: CCCCCCCCCCCOC(=O)N(B(N)O)[C@@H](Cl)[C@H](C)Cl.CCOC(=O)OC.CCOC(=O)OC

Structure (ORCA input):
```
! RIJCOSX wB97M-V def2-TZVPD def2/J DEFGRID3
* xyz 0 1
C -2.760 1.840 3.900
C -3.939 1.079 4.518
C -4.483 -0.131 3.703
C -3.540 -0.691 2.634
C -3.752 -0.012 1.268
C -2.590 -0.249 0.303
C -2.143 -1.725 0.192
C -0.752 -1.982 0.760
C 0.370 -1.317 -0.066
C 1.536 -0.923 0.869
C 2.886 -1.098 0.211
O 3.837 -0.242 0.935
C 5.060 -0.832 1.048
O 5.736 -0.969 0.117
N 5.535 -1.242 2.338
B 4.896 -2.541 2.767
N 3.487 -2.703 2.968
O 5.722 -3.643 2.933
C 5.278 -0.211 3.348
Cl 5.508 -0.906 4.993
C 6.212 0.995 3.190
C 6.373 1.837 4.465
Cl 5.605 2.107 1.913
H -2.353 2.487 4.679
H -3.083 2.521 3.120
H -1.937 1.211 3.581
H -4.755 1.798 4.587
H -3.713 0.806 5.545
H -4.666 -0.936 4.412
H -5.428 0.144 3.239
H -2.493 -0.716 2.924
H -3.830 -1.733 2.489
H -3.819 1.058 1.469
H -4.691 -0.353 0.842
H -2.892 0.072 -0.693
H -1.755 0.396 0.581
H -2.120 -1.985 -0.865
H -2.866 -2.366 0.685
H -0.568 -3.058 0.738
H -0.652 -1.641 1.788
H -0.015 -0.412 -0.526
H 0.716 -1.978 -0.858
H 1.523 -1.508 1.781
H 1.419 0.132 1.102
H 2.884 -0.742 -0.817
H 3.229 -2.129 0.240
H 3.342 -3.460 3.628
H 3.091 -1.854 3.359
H 5.509 -4.290 2.244
H 4.242 0.123 3.255
H 7.187 0.617 2.903
H 6.602 2.853 4.171
H 5.439 1.889 5.016
H 7.165 1.426 5.079
C -6.147 -0.855 -5.492
C -6.681 -1.502 -4.230
O -6.082 -0.949 -3.048
C -6.500 0.271 -2.703
O -7.330 0.930 -3.275
O -5.826 0.643 -1.610
C -6.104 1.978 -1.180
H -5.059 -0.926 -5.525
H -6.562 -1.342 -6.374
H -6.403 0.203 -5.533
H -6.421 -2.559 -4.225
H -7.767 -1.431 -4.169
H -7.170 2.129 -1.026
H -5.720 2.690 -1.909
H -5.588 2.127 -0.235
C 2.208 1.179 -6.550
C 2.371 2.495 -5.816
O 2.521 2.306 -4.402
C 3.707 1.836 -4.003
O 4.646 1.581 -4.715
O 3.670 1.694 -2.678
C 4.851 1.109 -2.111
H 1.376 0.610 -6.132
H 2.023 1.354 -7.610
H 3.100 0.562 -6.456
H 1.470 3.094 -5.940
H 3.206 3.075 -6.208
H 5.741 1.667 -2.394
H 4.939 0.070 -2.423
H 4.742 1.144 -1.032
*
```

Computed, not measured: a 3-piece molecular cluster, C23H47BN2O9P2S overall, with ωB97M-V/def2-TZVPD.

Calculated values
* orbital gap (alpha / beta): 8.16 / 8.78 eV
* <S²>: 2.0089

Structure (ORCA input):
```
! RIJCOSX wB97M-V def2-TZVPD def2/J DEFGRID3
* xyz 0 3
O 0.337 3.015 -4.428
C 0.034 2.195 -3.546
O 0.906 1.247 -2.916
C 0.259 0.509 -1.797
C 0.862 1.278 -0.535
P 0.427 0.537 1.143
O 1.733 0.428 1.953
O -0.581 1.591 2.064
O -0.244 -1.022 1.051
C -1.279 0.679 -2.188
B -2.448 0.194 -1.166
O -2.663 0.674 0.168
O -3.399 -0.802 -1.683
C -1.471 2.057 -3.017
P -2.324 3.512 -2.180
S -1.316 4.361 -0.749
H 0.599 -0.555 -2.016
H 0.634 2.393 -0.496
H 2.009 1.195 -0.626
H -0.953 2.285 1.471
H -1.069 -1.040 1.600
H -1.380 -0.088 -3.049
H -3.555 1.060 0.281
H -3.488 -0.527 -2.630
H -2.253 1.736 -3.800
H -2.575 4.522 -3.187
H -3.621 3.094 -1.684
C 4.877 5.232 2.405
C 4.918 3.791 1.831
C 6.336 3.196 1.975
C 7.343 3.745 0.970
C 6.805 3.643 -0.453
C 5.416 4.293 -0.613
N 4.440 3.818 0.414
O 4.067 2.557 0.077
C 5.563 5.832 -0.543
C 4.912 4.045 -2.057
C 3.979 2.988 2.767
H 4.141 5.852 1.887
H 4.588 5.246 3.460
H 5.847 5.735 2.358
H 6.294 2.108 1.850
H 6.714 3.368 2.989
H 7.599 4.781 1.210
H 8.277 3.178 1.045
H 7.520 4.106 -1.141
H 6.758 2.584 -0.735
H 4.587 6.323 -0.580
H 6.146 6.204 -1.391
H 6.087 6.183 0.345
H 4.867 2.983 -2.309
H 5.588 4.500 -2.788
H 3.920 4.479 -2.209
H 2.950 3.350 2.707
H 4.296 3.076 3.809
H 3.978 1.916 2.547
C -2.759 -5.434 1.582
C -3.379 -4.707 0.360
C -4.309 -3.564 0.832
C -5.653 -4.041 1.372
C -6.333 -4.983 0.385
C -5.430 -6.159 -0.038
N -4.081 -5.708 -0.499
O -4.227 -5.166 -1.734
C -5.290 -7.144 1.147
C -6.168 -6.993 -1.115
C -2.160 -4.057 -0.346
H -2.560 -6.487 1.366
H -1.796 -5.003 1.871
H -3.388 -5.377 2.474
H -4.506 -2.879 -0.001
H -3.808 -2.966 1.602
H -5.525 -4.529 2.343
H -6.299 -3.176 1.553
H -7.260 -5.360 0.830
H -6.636 -4.406 -0.497
H -4.596 -7.954 0.906
H -6.255 -7.604 1.384
H -4.957 -6.675 2.072
H -6.449 -6.397 -1.986
H -7.100 -7.404 -0.716
H -5.553 -7.831 -1.453
H -1.462 -4.812 -0.715
H -1.607 -3.411 0.341
H -2.448 -3.415 -1.185
*
```

no.,largest force on an atom (eV Å⁻¹)
1,6.00
2,9.65
3,4.38
4,3.83
5,5.47